[1]
Molecular formula: C33H47BBr2N7OPtS3Si
Method: DFT, ωB97M-V with the def2-TZVPD basis set

ORCA input file:
```
! wB97M-V def2-TZVPD RIJCOSX def2/J DEFGRID3
* xyz 1 1
Br 4.51 3.01 -1.53
Pt -0.16 0.92 -0.69
C 2.27 1.51 -2.30
H 0.66 -6.03 -2.06
H -6.46 1.66 1.56
C 3.49 -4.20 -1.28
H 4.96 2.53 3.88
H 2.67 3.06 2.12
H -0.27 5.26 -1.74
H 3.25 3.05 5.82
C 1.72 0.88 -4.65
C 0.16 4.27 -1.71
C 2.35 -0.44 3.99
H -4.82 1.91 2.13
H -5.79 -2.03 0.73
C -0.43 -3.68 1.06
C 1.99 -4.37 -1.56
H 3.24 4.04 3.47
C 3.71 2.22 -4.17
C 2.86 1.60 -5.07
H -0.03 -0.32 0.47
C -2.40 3.65 0.00
S -2.39 -0.59 -0.75
S 2.22 -1.35 -0.40
H -0.93 -1.01 -5.63
H -2.72 1.67 -2.95
C 2.63 2.23 5.48
C 1.43 0.84 -3.26
H 0.92 4.25 -0.93
C 1.54 -3.56 -2.78
N -3.81 -0.42 1.61
N 0.37 0.17 -2.78
H 2.31 -6.18 -2.66
H -1.27 -1.00 -3.17
H 0.46 -3.62 -2.88
H 1.04 0.19 -6.58
H 1.44 -2.36 3.46
C -3.55 -0.65 2.93
C 2.55 3.24 3.19
C 0.84 0.20 -5.52
H -6.14 -1.51 2.38
N 0.71 -0.57 2.54
Br 3.26 1.75 -6.92
N 2.07 0.83 3.55
H -4.45 1.23 -0.48
H -4.94 -0.40 -0.96
H 3.13 -0.65 4.70
H -5.92 0.85 3.02
H -6.15 0.81 -0.56
C -6.11 -1.19 1.35
H -2.76 2.88 0.67
B -0.21 -1.10 1.45
H -7.11 -0.90 1.04
C -0.44 -0.47 -3.62
C -2.24 2.64 -2.96
N 1.20 -3.89 -0.42
C -0.24 -0.47 -4.99
H -4.29 -0.55 3.69
H -1.25 -3.82 1.73
C 1.19 -2.61 0.03
H 1.98 -6.46 -0.95
C -5.61 1.18 2.03
H 3.74 -3.16 -1.11
H -1.68 -1.26 3.92
C 1.52 -1.30 3.37
H 1.59 2.50 5.66
H 3.78 -4.79 -0.42
H 0.65 4.07 -2.66
C -5.16 0.43 -0.30
C 4.36 1.63 3.77
H 2.00 -3.94 -3.68
C -2.67 -0.63 0.92
C 3.42 2.16 -2.82
H 1.54 3.58 3.39
N -1.69 -0.99 1.80
C 0.19 -4.55 0.23
H 4.58 2.75 -4.52
S 0.18 1.96 1.86
H -1.61 2.70 -3.84
H 2.87 1.36 6.08
N 0.20 -2.46 0.94
C -5.16 0.00 1.16
H 4.52 1.23 2.77
C 1.05 0.73 2.66
H 4.05 -4.55 -2.14
O 1.99 1.56 -1.07
C 1.71 -5.85 -1.81
C -2.25 -1.00 3.05
H -0.04 -5.59 0.07
H -3.25 4.13 -0.46
H -3.02 3.39 -3.05
Si -1.22 2.97 -1.36
C 2.88 1.99 3.99
H 4.71 0.91 4.50
H -1.88 4.39 0.61
H 1.82 -2.51 -2.67
*
```

Values from the calculation:
**HOMO level (spin up / spin down)**: -9.44 / -9.44 eV
**Electronic energy**: -231852.482 eV
**F_max**: 3.880 eV/Å
**LUMO (spin up / spin down)**: -4.859 / -4.858 eV
**Gap between HOMO and LUMO (spin up / spin down)**: 4.58 / 4.58 eV

Atomic partial charges in e from the Löwdin method, atoms 1 to 6: 0.807, 0.887, -0.478, 0.085, 0.095, -0.046

=====

[2]
Molecular formula: C33H47BrClN2O3RhSi3
Method: DFT, ωB97M-V with the def2-TZVPD basis set

ORCA input file:
```
! wB97M-V def2-TZVPD RIJCOSX def2/J DEFGRID3
* xyz 0 5
H 5.59 15.19 14.02
H 7.42 5.99 7.71
C 7.59 9.02 9.20
C 8.14 14.32 9.25
C 8.48 8.85 19.34
C 6.13 12.57 7.76
H 11.43 11.21 16.43
H 5.82 9.71 11.95
Si 8.66 15.82 10.30
Si 9.49 13.12 8.89
C 8.01 16.21 16.18
C 7.29 6.77 8.44
C 5.16 14.20 10.12
C 6.91 8.70 10.39
H 5.00 15.17 10.59
H 11.01 14.57 7.57
H 11.86 13.24 8.39
H 7.92 8.43 20.19
H 6.51 16.93 10.31
C 9.84 8.57 19.15
C 11.10 14.03 8.52
C 7.81 9.61 18.42
H 10.34 10.34 9.57
H 6.57 15.55 6.46
N 7.81 9.28 12.51
H 9.60 17.99 9.46
H 10.82 10.65 11.24
C 10.69 11.12 10.26
C 9.39 17.03 9.02
H 10.38 7.91 19.84
H 6.58 16.01 11.83
Si 6.36 14.19 8.68
H 11.34 14.79 9.27
H 5.53 13.57 10.93
Br 11.03 11.91 13.64
H 7.55 8.56 13.17
C 7.34 13.99 14.51
H 6.16 16.51 7.92
O 5.83 7.20 11.79
H 8.43 11.30 7.36
C 8.53 14.03 15.29
H 6.70 9.83 18.58
C 10.16 10.72 14.81
C 8.45 10.19 17.35
H 6.39 11.73 8.42
O 9.80 12.25 10.34
C 9.24 12.02 7.42
C 7.00 12.75 13.79
H 4.22 13.81 9.74
H 10.36 16.29 12.05
C 9.97 15.40 11.60
H 5.46 6.31 11.69
C 7.16 16.63 11.14
H 9.20 12.71 6.57
H 7.04 11.90 14.52
O 7.15 10.93 10.97
H 9.19 13.18 15.22
H 8.05 9.98 9.13
H 6.77 12.50 6.83
H 11.62 9.14 18.06
H 10.30 16.64 8.58
C 6.60 6.46 9.60
H 6.16 5.51 9.75
H 11.68 11.40 9.88
H 5.98 12.76 13.40
C 6.46 7.42 10.60
H 10.85 14.77 11.32
H 4.94 15.52 7.18
C 10.52 9.21 18.14
H 8.30 8.29 7.35
H 7.55 17.53 11.64
C 10.55 10.66 16.09
C 9.82 9.95 17.17
H 7.92 10.86 16.72
H 9.39 14.85 12.36
C 8.86 15.08 16.10
N 8.58 10.22 13.08
C 6.86 16.19 15.37
C 6.00 15.55 7.42
H 8.77 9.00 14.72
H 5.13 12.50 7.39
H 10.18 11.46 7.23
H 6.20 17.04 15.43
C 6.82 9.70 11.47
C 6.52 15.14 14.56
Cl 8.35 17.49 17.29
C 9.08 9.94 14.23
H 9.81 15.07 16.60
H 8.70 17.26 8.14
C 7.81 8.04 8.26
Rh 8.20 12.24 12.10
*
```

Values from the calculation:
**HOMO level (spin up / spin down)**: -6.58 / -7.74 eV
**Electronic energy**: -153310.640 eV
**F_max**: 2.441 eV/Å
**LUMO (spin up / spin down)**: -0.034 / -1.324 eV
**Gap between HOMO and LUMO (spin up / spin down)**: 6.55 / 6.42 eV

Atomic partial charges in e from the Löwdin method, atoms 1 to 6: 0.104, 0.101, -0.013, -0.280, -0.101, -0.187

=====

[3]
Molecular formula: C33H47N10S2Ti
Method: DFT, ωB97M-V with the def2-TZVPD basis set

ORCA input file:
```
! wB97M-V def2-TZVPD RIJCOSX def2/J DEFGRID3
* xyz -1 1
C -1.11 -1.62 -3.49
N -2.00 1.76 0.29
N 0.49 0.08 -0.30
S 1.20 -0.33 2.89
C -2.70 -3.44 -3.12
H -0.65 -0.93 -4.20
C 2.32 4.00 -0.32
H 0.78 5.06 -1.40
H -3.95 2.26 0.95
C 2.09 2.67 2.57
H 5.20 0.85 -0.45
H -0.98 4.71 2.83
H 6.35 -3.25 -0.94
H -2.31 0.79 0.09
C -3.99 -3.47 -1.04
H 0.86 4.16 3.56
H -2.08 1.66 -1.78
C 1.18 4.04 -1.35
H 4.52 -3.93 0.58
C -1.57 -3.02 4.14
N 1.67 -3.17 5.36
N 0.10 3.14 -1.01
H 2.24 -0.05 -2.30
H -5.24 -1.18 -0.31
H -4.75 -3.29 0.96
C -2.20 2.43 -1.01
H 3.37 0.17 1.05
N -3.22 -0.73 -0.68
C -2.11 -2.52 -4.18
C -1.08 3.82 2.19
H 0.27 2.19 -1.34
H 3.22 4.43 -0.78
H -5.01 -3.61 -1.41
N 1.68 2.20 1.26
C -0.25 -1.21 3.15
C -4.25 -1.33 0.15
H 2.53 1.86 -0.61
C 0.54 -2.32 -0.44
C 2.60 2.59 0.21
Ti 0.10 1.05 1.09
H -1.40 3.86 -2.36
N -2.56 -3.61 4.25
H 2.06 4.63 0.53
H 3.64 2.55 0.56
C -2.77 -1.42 -1.67
H -2.86 4.41 1.19
C 0.97 -1.06 -0.89
H -1.48 4.45 -0.70
H 2.33 -4.34 -2.52
H -3.15 3.77 2.80
H 2.76 3.54 2.49
H -1.93 -4.14 -2.77
C 3.85 -1.93 0.93
H -3.02 -2.94 0.82
H 1.58 3.82 -2.35
H -3.52 -4.46 -0.99
H -1.62 -3.12 -4.95
C 0.77 -2.78 4.74
C 1.02 -3.48 -1.03
H -0.31 -2.23 -3.06
C 0.87 3.07 3.43
H -0.16 -2.36 0.38
H -2.89 1.52 2.14
H 6.69 -0.85 -1.46
N -1.81 -0.83 -2.48
H 2.66 1.90 3.11
H 3.10 -2.12 -3.33
C -1.24 3.57 -1.31
N -0.42 2.67 2.83
C -3.99 -2.82 0.33
C -2.56 3.62 1.89
C 5.70 -2.50 -0.50
H 3.04 -2.22 1.59
S -1.58 -0.63 2.23
H -4.25 -0.83 1.12
C 2.37 -2.19 -2.53
H 0.95 2.63 4.42
H -3.52 -4.03 -3.54
H -1.18 -0.29 -1.90
H 0.69 -4.44 -0.65
C 4.04 -0.59 0.64
C -2.92 2.25 1.33
C 1.89 -1.02 -1.95
C 5.06 -0.20 -0.22
C -0.35 -2.31 4.00
H -2.90 -1.93 -4.64
C 1.94 -3.43 -2.07
N -3.23 -2.67 -2.01
C 4.68 -2.88 0.36
H -1.00 2.25 3.55
H -0.52 4.01 1.28
H -3.24 2.78 -1.09
C 5.89 -1.15 -0.79
*
```

Values from the calculation:
**HOMO level**: -4.69 eV
**Electronic energy**: -94675.708 eV
**F_max**: 0.211 eV/Å
**LUMO**: 2.167 eV
**Gap between HOMO and LUMO**: 6.86 eV

Atomic partial charges in e from the Löwdin method, atoms 1 to 6: -0.193, -0.137, -0.121, 0.680, -0.176, 0.119